The following is a DFT calculation (wB97M-V/def2-TZVPD) of one molecule with the formula C2H5N3O in a non-equilibrium geometry.

Computed properties:
SMILES	NN1N=CCO1
HOMO-LUMO gap	10.304	eV
LUMO	1.118	eV
relative energy (zero: lowest compared OMol25 entry of this formula, charge and spin)	542.73	kJ/mol
spin multiplicity	1
strongest force on any atom	6.0	eV/Å

```
11
Properties=species:S:1:pos:R:3:forces:R:3:mulliken_charge:R:1
C -1.2154 -0.8817 -0.1211 -3.269 3.396 0.375 -0.062
C -1.2064 0.5849 0.2842 -3.267 1.468 -0.530 -0.183
N -0.1006 -1.3066 -0.1295 5.870 -0.911 0.506 -0.433
N 0.8246 0.0127 0.3924 -0.643 -3.238 0.423 -0.032
N 2.0179 -0.1875 -0.1709 2.029 0.842 -3.520 -0.448
O 0.0047 1.0704 -0.0499 2.118 0.482 -1.674 -0.241
H -2.1018 -1.4015 -0.3635 -0.741 -0.742 -0.231 0.426
H -1.9828 1.2520 -0.1780 0.570 -0.817 0.213 0.292
H -1.3111 0.6799 1.3386 -0.466 -0.307 1.314 0.209
H 2.2242 -0.0494 -1.2290 -1.626 -0.403 1.913 0.223
H 2.8468 0.2270 0.2267 -0.574 0.230 1.211 0.249
```
Positions in Å, forces in eV/Å.